Entry from the OMol25 dataset: 8 unconnected molecules or ions with the total composition C65H139N7O9 (wB97M-V/def2-TZVPD).

```
220
Properties=species:S:1:pos:R:3
C 0.5971 -3.6760 -6.5079
C 1.1606 -4.5025 -5.4027
C 0.4258 -5.8598 -5.0698
C 2.6403 -4.8033 -5.7449
C 3.6670 -3.6124 -5.4871
C 3.4935 -3.2308 -4.0045
C 2.0571 -2.7607 -3.6512
C 1.9038 -2.6921 -2.1832
C 1.8459 -1.4059 -4.3103
N 1.0491 -3.7216 -4.0940
O -0.2287 -3.3864 -3.7451
H 1.2637 -2.8150 -6.4585
H 0.6295 -4.1850 -7.4712
H -0.3792 -3.2740 -6.2368
H 0.4937 -6.5877 -5.8783
H 0.7532 -6.3171 -4.1361
H -0.6327 -5.6115 -4.9922
H 2.9026 -5.6438 -5.1023
H 2.6551 -5.2327 -6.7466
H 4.7113 -3.9113 -5.5775
H 3.5666 -2.7230 -6.1092
H 4.1580 -2.3845 -3.8300
H 3.8178 -4.0882 -3.4148
H 0.9341 -2.2662 -1.9257
H 2.7420 -2.1969 -1.6930
H 1.9274 -3.6593 -1.6811
H 0.8384 -1.0382 -4.1159
H 2.0500 -1.3819 -5.3808
H 2.3809 -0.5703 -3.8590
H -0.1976 -3.8879 -2.9271
C -4.7537 -0.1340 -6.6709
C -3.2055 -0.0477 -6.3324
C -2.2827 -0.6496 -7.4124
C -2.7105 1.3891 -6.2246
C -3.1127 2.0423 -4.9078
C -3.1161 1.1632 -3.6212
C -3.2969 -0.3871 -3.8408
C -2.4254 -1.0390 -2.7971
C -4.8159 -0.7667 -3.5783
N -2.8174 -0.8520 -5.1784
O -3.1622 -2.2010 -5.3437
H -5.1401 -1.1424 -6.5233
H -5.3140 0.5777 -6.0645
H -4.9225 0.1935 -7.6967
H -1.2450 -0.5940 -7.0835
H -2.5238 -1.7000 -7.5751
H -2.3676 -0.1719 -8.3885
H -1.6229 1.4563 -6.1965
H -2.7776 2.0431 -7.0940
H -2.4338 2.8905 -4.8198
H -4.0583 2.5653 -5.0511
H -3.9203 1.5072 -2.9708
H -2.2258 1.4872 -3.0821
H -2.4680 -0.4494 -1.8813
H -1.3502 -1.1811 -2.9063
H -2.8937 -1.9893 -2.5405
H -4.9662 -0.8057 -2.4994
H -5.2431 -1.6509 -4.0513
H -5.4080 0.1013 -3.8685
H -2.3437 -2.6688 -5.5247
C -2.4838 -6.2817 4.3445
C -3.2756 -5.2264 3.4682
C -4.7987 -5.6166 3.5628
C -2.9778 -3.7999 3.9440
C -3.1696 -2.6850 2.8799
C -2.5203 -2.8739 1.5423
C -2.9049 -4.3154 1.0247
C -4.3370 -4.2307 0.4635
C -1.9068 -4.5343 -0.1337
N -2.7039 -5.3501 2.0549
O -2.6131 -6.6445 1.4999
H -1.3963 -6.2229 4.3892
H -2.7387 -6.1434 5.3952
H -2.7326 -7.3056 4.0654
H -5.5711 -4.8867 3.3204
H -5.0312 -6.4843 2.9455
H -4.9314 -5.7613 4.6350
H -3.7082 -3.5500 4.7135
H -2.0301 -3.7481 4.4799
H -4.2299 -2.4994 2.7084
H -2.8954 -1.7181 3.3018
H -1.4837 -2.6577 1.8011
H -2.9542 -2.0441 0.9844
H -4.6709 -5.1288 -0.0561
H -4.5534 -3.4018 -0.2105
H -5.1018 -4.0001 1.2052
H -1.6212 -3.6639 -0.7243
H -2.2077 -5.2091 -0.9351
H -0.9941 -4.7629 0.4166
H -1.7868 -6.9790 1.8563
C 5.2076 -2.1498 3.5397
C 5.8299 -2.4592 2.0462
C 4.8677 -1.8685 0.9376
C 7.1764 -1.7138 2.0196
C 8.1008 -2.2618 0.8987
C 8.2128 -3.7977 1.0198
C 6.8796 -4.6352 0.9996
C 6.4219 -4.5730 -0.4476
C 7.1807 -6.0701 1.3998
N 5.9848 -3.9347 1.9470
O 4.7221 -4.5281 2.0260
H 4.1203 -2.0844 3.5792
H 5.4607 -2.9052 4.2835
H 5.5499 -1.1896 3.9258
H 4.9209 -2.2967 -0.0634
H 3.8388 -1.9183 1.2939
H 4.8830 -0.7787 0.9186
H 7.2200 -0.6559 1.7606
H 7.8125 -1.9231 2.8796
H 7.6917 -1.9999 -0.0770
H 9.1343 -1.9157 0.8822
H 8.7303 -4.0671 1.9405
H 8.8881 -4.1803 0.2545
H 5.6760 -5.3543 -0.5934
H 7.2214 -4.9034 -1.1107
H 5.9951 -3.6661 -0.8760
H 7.2581 -6.7771 0.5738
H 6.3942 -6.3410 2.1042
H 8.0355 -6.1940 2.0647
H 4.6085 -4.6529 2.9711
C 2.8977 1.1757 6.1770
C 1.5720 1.9901 6.2683
C 0.5151 0.8798 6.0854
C 1.2480 2.5956 7.6827
C 1.9908 4.0150 7.9519
C 1.8892 4.9007 6.7331
C 2.1416 4.2867 5.2057
C 1.5810 5.2138 4.0418
C 3.6416 4.2108 5.1015
N 1.3896 3.0401 5.2041
O 1.2849 2.5263 3.8447
H 2.9590 0.3039 6.8283
H 2.9261 0.7236 5.1856
H 3.7747 1.8225 6.2011
H -0.5146 1.2376 6.0880
H 0.8328 0.2326 5.2679
H 0.6613 0.2759 6.9810
H 0.1825 2.6515 7.9053
H 1.6113 1.9541 8.4856
H 1.4557 4.4380 8.8021
H 3.0528 3.8803 8.1572
H 2.6543 5.6066 7.0562
H 0.9388 5.4343 6.7281
H 1.9674 6.2123 4.2461
H 0.5018 5.3548 3.9822
H 1.9022 4.8864 3.0530
H 4.1372 3.7736 5.9682
H 4.2284 5.0656 4.7653
H 3.7844 3.5962 4.2127
H 0.3757 2.6911 3.5843
C 4.6132 7.6134 -0.6348
C 3.4819 6.7301 -0.6800
C 3.5380 6.0127 0.6894
C 2.1833 7.5975 -0.6117
C 0.8812 6.9664 -1.1234
C 1.1283 5.9174 -2.2437
C 2.3987 4.8886 -2.1649
C 2.2260 3.7607 -1.0676
C 2.4906 4.1380 -3.5591
N 3.5396 5.8327 -1.8668
O 4.7368 5.2709 -1.9598
H 4.8008 8.1306 0.3062
H 5.5222 7.0304 -0.7832
H 4.7218 8.4054 -1.3758
H 3.5542 6.5809 1.6194
H 2.6841 5.3354 0.6996
H 4.4499 5.4176 0.6413
H 1.8721 7.7613 0.4200
H 2.4031 8.5227 -1.1444
H 0.4179 6.4900 -0.2594
H 0.1421 7.7192 -1.3975
H 1.2471 6.5243 -3.1413
H 0.2525 5.2728 -2.3181
H 3.1443 3.3835 -0.6174
H 1.5691 2.9689 -1.4277
H 1.5756 4.1347 -0.2769
H 1.7266 3.3607 -3.5402
H 3.4123 3.7171 -3.9609
H 2.0859 4.8478 -4.2805
H 4.9254 5.6708 -2.8119
C -4.4297 4.0208 1.3179
C -5.2365 2.6884 0.9044
C -4.5801 2.0997 -0.3676
C -5.1185 1.7042 2.0870
C -6.0159 0.4714 1.9587
C -7.4678 1.0702 1.7627
C -7.7046 2.0673 0.5645
C -7.7099 1.3450 -0.8282
C -9.1213 2.7433 0.6991
N -6.6258 3.1499 0.6736
O -6.7222 4.1116 -0.3605
H -3.3599 3.8686 1.4606
H -4.5127 4.9233 0.7124
H -4.8416 4.3667 2.2660
H -4.9033 1.0748 -0.5498
H -4.7592 2.6768 -1.2748
H -3.5319 1.8495 -0.2044
H -4.0867 1.4112 2.2805
H -5.3695 2.2411 3.0018
H -5.7359 0.0319 1.0014
H -5.8999 -0.1057 2.8761
H -7.6364 1.3980 2.7885
H -8.1563 0.2454 1.5785
H -6.9256 0.5882 -0.8356
H -7.7618 1.9697 -1.7199
H -8.5649 0.6694 -0.8539
H -9.8209 1.9089 0.6498
H -9.2249 3.4545 -0.1204
H -9.2929 3.2971 1.6221
H -7.1495 4.8630 0.0571
O 1.5828 1.4233 1.3700
C 0.5042 0.5078 1.6025
C -0.8804 1.0468 1.1655
O -1.3193 1.9637 2.1875
H 2.0257 1.5066 2.2176
H 0.7770 -0.3911 1.0496
H 0.5307 0.2860 2.6693
H -1.6232 0.2491 1.1727
H -0.8671 1.5017 0.1751
H -1.7682 2.6852 1.7409
```

Calculated values
HOMO (eV): -7.93
Energy (eV): -98501.761
SMILES: CC1(C)CCCC(C)(C)N1O.CC1(C)CCCC(C)(C)N1O.CC1(C)CCCC(C)(C)N1O.CC1(C)CCCC(C)(C)N1O.CC1(C)CCCC(C)(C)N1O.CC1(C)CCCC(C)(C)N1O.CC1(C)CCCC(C)(C)N1O.OCCO
Maximum force (eV/Å): 5.138
E_LUMO (Eh): 0.014